The following is a quantum chemistry calculation of a single C14H22ClNO2 molecule in a non-equilibrium geometry, from the Open Molecules 2025 dataset.

ORCA input file:
```
! RIJCOSX wB97M-V def2-TZVPD def2/J DEFGRID3
* xyz 0 1
Cl 6.060 3.020 1.365
H 0.217 -1.433 -0.780
C 2.999 1.538 -0.916
H -3.534 -0.854 1.276
C -0.913 -1.201 2.065
O -4.311 -2.038 -2.807
H 4.392 3.458 -2.334
C -0.244 -0.241 0.759
H 5.980 3.252 -1.368
H -5.835 -0.619 -2.017
H 4.693 4.623 -0.836
H -3.979 -1.252 -3.273
C 4.061 2.352 -0.556
H 2.801 1.640 -2.031
H 0.002 -1.785 2.442
C -3.082 -1.508 0.783
C 2.458 0.685 -0.200
N -2.884 -0.871 -0.630
C 0.870 -0.970 0.089
C 4.777 3.471 -1.384
H -2.076 -2.798 2.163
H -3.453 0.146 -1.769
O 1.528 0.000 -0.537
C 4.648 2.427 0.739
H -2.467 -1.528 -1.188
C -5.005 -1.126 -1.662
H 1.353 -1.632 0.769
H -1.340 -2.740 0.577
H -3.832 -2.578 0.767
C -1.744 -2.328 1.294
H -5.393 -1.789 -0.914
H -4.528 0.248 -0.297
C -4.020 -0.423 -1.020
C 4.063 1.373 1.549
H 4.496 1.062 2.600
H 2.483 -0.195 1.758
H 0.222 0.563 1.559
C 3.003 0.465 0.920
H -1.432 -0.703 2.790
H -1.032 0.289 0.257
*
```

The calculation puts the electronic energy at -1211.612306 hartree. As for the structure (SMILES): Cc1cc(OCCCCCNCCO)ccc1Cl. The energy above the lowest of the compared OMol25 structures with the same formula, charge and spin is 1230.3 kJ/mol. The HOMO energy is -8.28 eV. The calculation puts the orbital gap at 9.02 eV.


The following is a quantum chemistry calculation of 2 unconnected molecules or ions with the total composition C14H22F10NO2P in a non-equilibrium geometry, from the Open Molecules 2025 dataset.

ORCA input file:
```
! RIJCOSX wB97M-V def2-TZVPD def2/J DEFGRID3
* xyz 0 1
H 2.034 2.096 -1.757
O 5.987 -1.133 -1.135
H 5.052 1.490 0.886
H 0.940 -5.385 -0.907
C 5.965 0.852 0.461
H -1.125 1.714 -0.840
F -4.497 3.022 -1.579
C -1.598 0.375 0.988
H 6.188 0.048 1.306
H -0.873 -0.135 -1.116
H 1.001 -3.616 1.653
F -6.716 4.952 -1.412
C -3.019 1.207 0.963
H -0.081 -2.748 -1.345
C 1.497 -4.397 -1.213
C -1.956 -1.207 0.760
F -6.604 3.448 0.138
H 1.297 -0.042 0.462
N -0.173 -1.045 2.374
F -4.848 5.156 -1.495
F -4.815 3.993 0.329
H -2.353 -1.586 -0.275
C 5.436 0.086 -0.920
F 2.944 -4.491 -0.845
H -2.739 -1.419 1.637
C -0.699 0.734 -0.315
H 1.481 -4.324 -2.406
P -5.637 3.910 -0.993
H 1.122 0.511 -2.372
H 0.668 -1.155 2.983
C 1.791 0.980 -1.501
H -1.658 0.399 3.429
H 3.390 -0.114 -0.102
C 0.743 -3.085 -0.561
F -2.768 2.694 0.876
H 6.913 1.517 0.286
H 1.549 -2.220 -0.532
C 0.084 -3.393 0.943
F -6.339 2.886 -1.934
F -3.936 0.760 -0.146
C 3.133 0.068 -1.249
H -0.699 -4.259 0.883
C 0.907 0.919 -0.080
H 3.045 -1.026 -1.718
H -0.141 1.096 2.526
F -3.832 1.032 2.219
O 4.383 0.677 -1.812
C -0.600 -1.938 1.392
C -0.974 0.244 2.487
H 1.131 1.855 0.583
*
```

The calculation puts the electronic energy at -2091.552471 hartree. The HOMO energy is -8.54 eV. The calculation puts the orbital gap at 5.48 eV.


The following is a quantum chemistry calculation of a molecular structure, C14H22LaO5P in a non-equilibrium geometry, from the Open Molecules 2025 dataset.

ORCA input file:
```
! RIJCOSX wB97M-V def2-TZVPD def2/J DEFGRID3
* xyz 2 1
H -0.186 -2.526 2.236
C 2.224 -0.241 0.945
H -0.846 -1.234 -2.175
H 1.236 -2.435 -2.778
O -0.156 3.070 1.800
H -3.428 -1.836 1.737
La 1.372 1.916 -1.245
H -1.894 -3.032 -0.859
C 0.797 -2.195 1.829
C -0.826 -3.009 -1.040
H 1.713 -0.893 -2.175
P -0.417 -0.395 -0.059
O -0.732 5.598 -0.658
C 2.988 3.335 -2.505
C -0.229 -1.671 -1.388
O 3.614 4.308 0.304
C -0.877 2.473 -1.666
H 1.144 -2.879 1.016
H -0.657 -3.774 -1.797
C -2.354 -1.711 1.546
H -3.829 0.495 1.232
H -1.917 -1.422 2.510
H -2.693 -0.899 -0.411
H 2.294 0.853 0.728
H 2.592 -0.864 0.114
C 0.817 -0.715 1.372
O -2.042 2.163 -1.882
C 0.314 2.985 0.732
C -2.162 -0.628 0.505
H -0.343 3.031 -2.604
H 0.360 -0.072 2.155
H -2.606 1.500 0.522
H -0.387 -3.445 -0.156
C 2.734 3.630 -0.054
C 0.100 4.801 -0.749
H -2.328 0.791 2.096
H -1.996 -2.701 1.278
H 2.853 -0.397 1.824
H 1.531 -2.270 2.656
C -2.754 0.629 1.115
H 1.841 -2.300 -1.152
C 1.199 -1.814 -1.883
O 3.935 3.779 -3.017
*
```

The calculation puts the electronic energy at -1295.058318 hartree. The HOMO energy is -15.17 eV. The calculation puts the orbital gap at 6.17 eV.


The following is a quantum chemistry calculation of a single C14H22N4S molecule in a non-equilibrium geometry, from the Open Molecules 2025 dataset.

ORCA input file:
```
! RIJCOSX wB97M-V def2-TZVPD def2/J DEFGRID3
* xyz 0 1
H -2.121 5.681 -0.162
H -0.856 5.970 1.914
H 1.292 -2.057 -2.536
H 2.687 -2.627 -0.534
N 1.423 -3.967 -1.628
N -0.061 -1.937 -0.192
H 1.139 -2.518 1.501
H 3.110 -3.125 -3.637
C -2.416 5.094 0.681
H 0.125 -3.764 0.793
C -1.851 3.683 0.613
N -0.768 0.268 -0.379
C 0.753 -2.912 0.574
H 4.064 -3.459 -2.171
H 4.139 -4.553 -3.560
S -1.544 2.740 -0.823
C -0.568 -2.374 -1.527
H -1.745 2.841 3.798
C -2.193 4.903 3.212
H -1.295 -3.187 -1.374
C -1.369 3.600 3.105
N -0.890 1.736 1.504
H 0.242 -3.269 -3.304
H 0.072 -0.438 1.333
H -1.018 -1.581 -2.103
H -2.411 6.743 2.167
C -1.380 3.018 1.722
H -1.867 5.450 4.114
C 0.624 -2.916 -2.336
C 1.953 -3.414 -0.338
H 1.837 -5.254 -3.250
H 2.800 -5.547 -1.806
C -0.988 1.441 0.219
C -0.263 -0.667 0.348
H -3.260 4.624 3.274
H -3.518 5.068 0.642
H -0.328 3.827 3.348
H 2.541 -4.218 0.182
C -1.929 5.784 2.012
C 3.479 -3.912 -2.977
C 2.360 -4.774 -2.418
*
```

The calculation puts the electronic energy at -1163.862627 hartree. As for the structure (SMILES): CCN1CCN(/C=N/c2nc3c(s2)CCCC3)CC1. The energy above the lowest of the compared OMol25 structures with the same formula, charge and spin is 48.9 kJ/mol. The HOMO energy is -7.26 eV. The calculation puts the orbital gap at 8.07 eV.


The following is a quantum chemistry calculation of a molecular structure, C14H23AlBrF2SiSn in a non-equilibrium geometry, from the Open Molecules 2025 dataset.

ORCA input file:
```
! RIJCOSX wB97M-V def2-TZVPD def2/J DEFGRID3
* xyz 1 1
H -1.572 0.834 -2.758
H -0.564 1.879 1.687
H 4.857 -0.225 -1.007
C -4.103 -1.950 0.517
H 0.129 -0.659 -2.738
H -4.320 2.179 -0.850
H -1.223 -2.604 2.257
C -2.519 -0.186 0.299
H -0.248 1.899 -2.195
H 6.541 0.024 0.727
Sn -4.922 -1.744 2.873
Si -1.909 1.472 -0.418
H 5.841 1.662 0.444
H 3.799 0.896 -0.188
C 1.304 -0.009 -1.143
H -3.239 3.579 -0.517
C -3.192 -2.651 1.336
Br 3.081 -0.782 2.347
H -4.423 -0.160 -0.661
C 5.661 0.657 0.832
C -0.880 1.047 -1.936
F 2.054 0.636 -2.110
C -1.628 -0.871 1.128
C 4.497 0.075 -0.017
H 5.347 0.787 1.866
H -5.071 -2.381 0.259
H -0.084 2.910 0.365
H 4.564 -1.959 0.747
H -0.603 -1.032 -1.198
C -0.958 2.482 0.865
H -0.664 -0.412 1.317
F 1.223 0.767 0.006
C -3.753 -0.711 -0.012
C -0.050 -0.261 -1.735
Al 2.294 -1.768 -0.679
H 2.982 -2.450 -1.944
H -3.183 2.799 -2.067
H 1.330 -2.801 0.086
C -1.958 -2.095 1.645
H -1.545 3.316 1.249
H -3.412 -3.643 1.732
C 3.847 -1.151 0.588
C -3.325 2.606 -1.000
*
```

The calculation puts the electronic energy at -4066.777566 hartree. The HOMO energy is -9.49 eV. The calculation puts the orbital gap at 1.74 eV.


Number 1: E_LUMO 0.7 eV. Number 2: E_LUMO -3.1 eV. Number 3: E_LUMO -9.0 eV. Number 4: E_LUMO 0.8 eV. Number 5: E_LUMO -7.7 eV.